Record 1
Below is one molecule with the formula C2H3ClN2, with properties calculated with wB97M-V/def2-TZVPD.

Kohn-Sham gap, eV: 8.0
Spin multiplicity: 1
Highest occupied orbital energy, eV: -10.11

The geometry in XYZ format:
```
8
Properties=species:S:1:pos:R:3:nbo_charge:R:1
C -0.671 -1.128 0.576 0.37
C 0.162 0.659 -0.621 -0.40
N -1.371 -2.037 0.641 -0.31
N -0.053 -0.012 0.555 -0.34
Cl 1.509 0.208 1.807 0.03
H -0.781 0.417 -1.347 0.24
H 0.151 1.652 -0.458 0.21
H 1.054 0.242 -1.153 0.20
```

---

Record 2
Below is a 2-piece molecular cluster, C2H3ClN2 overall, with properties calculated with wB97M-V/def2-TZVPD.

Kohn-Sham gap, eV: 11.0
Spin multiplicity: 1
Highest occupied orbital energy, eV: -11.34

The geometry in XYZ format:
```
8
Properties=species:S:1:pos:R:3:nbo_charge:R:1
C -1.231 0.772 0.210 0.19
C -0.580 -0.458 0.232 0.00
N -1.947 1.675 0.055 -0.25
N -1.009 -1.522 -0.295 -0.48
Cl 2.805 1.158 0.111 -0.26
H 0.033 -0.642 1.081 0.21
H 3.638 0.417 -0.478 0.27
H -1.710 -1.400 -0.916 0.33
```

---

Record 3
Below is a 2-piece molecular cluster, C2H3ClN2 overall, with properties calculated with wB97M-V/def2-TZVPD.

Net charge: +2
Kohn-Sham gap, eV: 8.4
Spin multiplicity: 1
Highest occupied orbital energy, eV: -20.36

The geometry in XYZ format:
```
8
Properties=species:S:1:pos:R:3:nbo_charge:R:1
C -0.451 -1.212 2.845 0.34
C 0.273 0.488 -0.874 0.79
N 0.586 -0.134 0.044 -0.50
N -0.009 0.913 -1.948 -0.76
Cl -0.707 -2.119 3.935 0.67
H 0.724 0.016 1.069 0.47
H -0.835 1.434 -2.232 0.49
H 0.418 0.614 -2.840 0.50
```

---

Record 4
Below is a 2-piece molecular cluster, C2H3ClN2O5 overall, with properties calculated with wB97M-V/def2-TZVPD.

Kohn-Sham gap (alpha / beta), eV: 9.2 / 9.2
Spin multiplicity: 1
Highest occupied orbital energy (alpha / beta), eV: -10.47 / -10.47

The geometry in XYZ format:
```
13
Properties=species:S:1:pos:R:3:nbo_charge:R:1
C -0.013 0.285 0.235 -0.15
C -1.495 0.066 0.455 0.07
N -2.243 1.330 0.445 0.47
N -2.206 -0.780 -1.241 0.57
O -1.561 2.312 0.573 -0.35
O -1.786 -0.252 -2.219 -0.33
O -3.434 1.335 0.266 -0.34
O -2.846 -1.719 -0.930 -0.27
O 0.663 -0.961 -0.024 -0.69
Cl -2.150 -0.961 1.706 0.11
H 0.112 0.848 -0.701 0.23
H 0.304 0.592 1.194 0.23
H 0.430 -1.249 -0.832 0.46
```

---

Record 5
Below is C2H3ClNOP as an isolated structure, with properties calculated with wB97M-V/def2-TZVPD.

Kohn-Sham gap, eV: 9.1
Spin multiplicity: 1
Highest occupied orbital energy, eV: -11.01

The geometry in XYZ format:
```
9
Properties=species:S:1:pos:R:3:nbo_charge:R:1
C -2.590 1.658 -0.444 -0.12
C -0.169 -0.047 0.173 -1.06
N -2.959 2.549 -1.036 -0.19
O -1.935 0.680 2.039 -0.97
P -1.834 0.403 0.655 1.93
Cl -3.300 -1.622 -0.269 -0.45
H 0.245 -0.760 0.830 0.28
H 0.069 -0.436 -0.887 0.29
H 0.676 0.820 0.325 0.30
```

---

Record 6
Below is a 2-piece molecular cluster, C2H3ClO2 overall, with properties calculated with wB97M-V/def2-TZVPD.

Kohn-Sham gap (alpha / beta), eV: 7.0 / 10.9
⟨S²⟩: 2.00
Spin multiplicity: 3
Highest occupied orbital energy (alpha / beta), eV: -6.28 / -11.82

The geometry in XYZ format:
```
8
Properties=species:S:1:pos:R:3:nbo_charge:R:1
C 1.580 -0.181 -0.108 0.36
C -0.094 0.600 0.268 0.45
O 0.477 -0.650 0.452 -0.57
O 1.084 1.013 -0.264 -0.54
Cl -2.836 0.034 -0.496 -0.27
H 2.267 -0.714 -0.780 0.16
H -2.152 -1.099 -0.244 0.29
H -0.326 0.996 1.172 0.13
```

---

Record 7
Below is a 2-piece molecular cluster, C2H3ClO2S overall, with properties calculated with wB97M-V/def2-TZVPD.

Kohn-Sham gap, eV: 8.8
Spin multiplicity: 1
Highest occupied orbital energy, eV: -9.19

The geometry in XYZ format:
```
9
Properties=species:S:1:pos:R:3:nbo_charge:R:1
C 0.224 0.675 -0.406 -0.65
C -1.211 0.454 -0.055 0.48
O 1.488 -1.220 1.024 -0.87
O -1.943 1.271 0.389 -0.48
S 1.261 -0.901 -0.593 0.52
Cl -1.874 -1.084 -0.567 -0.06
H 0.204 1.697 -1.586 0.28
H 0.817 1.144 0.413 0.27
H 1.034 -2.036 1.380 0.50
```

---

Record 8
Below is a 2-piece molecular cluster, C2H3ClS2 overall, with properties calculated with wB97M-V/def2-TZVPD.

Kohn-Sham gap, eV: 8.4
Spin multiplicity: 1
Highest occupied orbital energy, eV: -8.90

The geometry in XYZ format:
```
8
Properties=species:S:1:pos:R:3:nbo_charge:R:1
C 0.920 -0.402 0.007 -0.28
C -0.079 -1.247 0.078 -0.44
S 1.623 0.906 0.754 0.21
S 2.314 0.192 -1.099 0.08
Cl -2.398 1.954 -0.411 -0.27
H -0.256 -2.064 -0.496 0.22
H -0.782 -1.136 0.892 0.22
H -1.343 1.797 0.276 0.26
```

---

Record 9
Below is a 2-piece molecular cluster, C2H3ClS2 overall, with properties calculated with wB97M-V/def2-TZVPD.

Kohn-Sham gap (alpha / beta), eV: 7.8 / 7.3
⟨S²⟩: 2.02
Spin multiplicity: 3
Highest occupied orbital energy (alpha / beta), eV: -7.10 / -9.92

The geometry in XYZ format:
```
8
Properties=species:S:1:pos:R:3:nbo_charge:R:1
C -1.492 0.939 0.283 -0.36
C -0.537 1.400 -0.543 -0.18
S -2.531 0.457 1.342 0.28
S 1.341 -1.607 0.916 -0.29
Cl -0.327 0.901 -2.177 0.04
H 0.492 1.619 -0.153 0.22
H 0.691 -1.350 -0.208 0.14
H 2.362 -2.359 0.540 0.15
```

---

Record 10
Below is C2H3CoFO as an isolated structure, with properties calculated with wB97M-V/def2-TZVPD.

Net charge: +2
Kohn-Sham gap (alpha / beta), eV: 6.0 / 6.8
⟨S²⟩: 8.76
Spin multiplicity: 6
Highest occupied orbital energy (alpha / beta), eV: -18.56 / -22.20

The geometry in XYZ format:
```
8
Properties=species:S:1:pos:R:3:nbo_charge:R:1
H 1.191 0.731 -0.562 0.28
O -0.742 0.627 -0.795 -0.58
C -0.436 -0.021 0.425 -0.15
C 1.056 -0.102 0.320 0.28
Co -1.134 0.181 -2.388 1.71
H -0.864 -1.028 0.595 0.28
H -0.697 0.647 1.273 0.35
F 1.625 -1.034 1.133 -0.17
```

---

Record 11
Below is C2H3CrO3 as an isolated structure, with properties calculated with wB97M-V/def2-TZVPD.

Kohn-Sham gap (alpha / beta), eV: 6.8 / 9.4
⟨S²⟩: 8.76
Spin multiplicity: 6
Highest occupied orbital energy (alpha / beta), eV: -7.21 / -9.64

The geometry in XYZ format:
```
9
Properties=species:S:1:pos:R:3:nbo_charge:R:1
O -0.706 0.583 -0.624 -0.96
C -0.659 1.880 -1.121 -0.23
Cr -0.879 -1.198 -1.122 0.79
H 0.017 1.986 -1.989 0.15
H -1.666 2.221 -1.427 0.15
H -0.287 2.583 -0.351 0.16
O -2.061 -0.859 0.888 -0.63
C -2.570 0.210 0.795 1.07
O -3.427 0.995 0.907 -0.49
```

---

Record 12
Below is C2H3CsNaO2 as an isolated structure, with properties calculated with wB97M-V/def2-TZVPD.

Kohn-Sham gap (alpha / beta), eV: 4.7 / 4.4
⟨S²⟩: 0.75
Spin multiplicity: 2
Highest occupied orbital energy (alpha / beta), eV: -5.39 / -5.39

The geometry in XYZ format:
```
9
Properties=species:S:1:pos:R:3:lowdin_charge:R:1
O 0.264 -0.245 -0.813 0.01
C -0.241 0.127 0.203 -0.13
C -0.136 1.552 0.840 -0.47
O -0.447 1.662 2.129 -0.39
H -0.779 2.131 0.127 0.11
H 0.918 1.812 0.563 0.12
Na -1.212 -0.012 3.188 0.73
Cs 0.078 -3.134 -4.279 0.40
H 1.555 -3.893 -1.959 -0.37
```

---

Quick rundown of relative energy (zero: lowest compared OMol25 entry of this formula, charge and spin), same order as above: 328.5, 174.8, 220.9, 0.0, 194.1, 133.6, 210.1, 133.0, 22.0, 122.2, 0.0, 6.3 kJ/mol